Entry 1:
C29H41F5GaOP2 as an isolated structure in a non-equilibrium geometry. Source: the Open Molecules 2025 dataset; level of theory: wB97M-V/def2-TZVPD.

Element x y z (Å)
1 Ga -0.033 -0.028 1.696
2 C -0.712 -2.683 2.458
3 C 0.603 -3.033 2.045
4 C 0.799 -1.296 3.552
5 C -0.615 -1.614 3.395
6 C 1.530 -2.197 2.721
7 C -1.973 -3.394 2.145
8 H -1.930 -3.864 1.155
9 H -2.829 -2.703 2.182
10 H -2.166 -4.183 2.888
11 C -1.666 -1.253 4.380
12 H -2.664 -1.588 4.067
13 H -1.667 -0.165 4.529
14 H -1.461 -1.729 5.358
15 C 1.385 -0.591 4.722
16 H 1.429 -1.265 5.601
17 H 0.769 0.274 4.999
18 H 2.414 -0.263 4.520
19 C 3.006 -2.322 2.737
20 H 3.331 -2.990 3.550
21 H 3.473 -1.343 2.921
22 H 3.388 -2.734 1.795
23 C 0.964 -4.192 1.191
24 H 1.173 -5.089 1.794
25 H 1.872 -3.972 0.615
26 H 0.139 -4.445 0.515
27 C -1.617 0.803 -4.818
28 C -1.669 -0.546 -4.842
29 C -0.907 -1.437 -5.772
30 C 0.508 -0.956 -6.199
31 C 1.388 -0.495 -5.082
32 C 1.438 0.743 -4.558
33 C 0.671 1.938 -5.040
34 C -0.729 1.663 -5.654
35 H -1.478 -1.625 -6.703
36 H 0.414 -0.196 -6.988
37 H -0.817 -2.425 -5.287
38 H -0.613 1.273 -6.675
39 H -2.328 1.376 -4.220
40 H -2.419 -1.071 -4.247
41 H -1.228 2.645 -5.748
42 H 0.555 2.629 -4.185
43 H 2.183 0.979 -3.791
44 H 1.251 2.504 -5.794
45 H 1.006 -1.828 -6.660
46 H 2.095 -1.263 -4.760
47 P -1.198 0.006 -0.435
48 C -2.771 0.857 -0.472
49 C -1.325 -1.524 -1.399
50 P 1.519 0.575 -0.100
51 C 0.162 0.905 -1.318
52 C 2.427 -0.769 -0.920
53 C 2.621 1.960 0.164
54 H -2.787 1.639 0.298
55 H -3.563 0.129 -0.244
56 H -2.951 1.292 -1.463
57 H -1.405 -1.267 -2.470
58 H -2.235 -2.049 -1.068
59 H -0.452 -2.181 -1.240
60 H 2.888 2.423 -0.794
61 H 3.532 1.585 0.653
62 H 2.148 2.699 0.823
63 H -0.042 1.975 -1.486
64 H 0.384 0.456 -2.304
65 H 3.384 -0.894 -0.388
66 H 2.607 -0.476 -1.969
67 H 1.871 -1.723 -0.891
68 F -1.414 6.532 4.925
69 C -1.126 5.318 4.424
70 C -0.843 5.147 3.065
71 F -0.818 6.218 2.244
72 C -0.628 3.885 2.537
73 F -0.382 3.767 1.205
74 C -0.719 2.702 3.304
75 O -0.760 1.498 2.763
76 C -0.918 2.920 4.693
77 F -0.938 1.868 5.560
78 C -1.137 4.176 5.237
79 F -1.394 4.302 6.556

Its relative energy (zero: lowest compared OMol25 entry of this formula, charge and spin) is 0.0 kJ/mol. The value obtained for the frontier orbital gap is 7.283 eV. The calculation puts the largest force on an atom at 3.16 eV/A. Its charge is +1. The total energy is -117319.1074 eV. Its HOMO energy is -10.16 eV.

Entry 2:
C29H41F5P2Zr as an isolated structure in a non-equilibrium geometry. Source: the Open Molecules 2025 dataset; level of theory: wB97M-V/def2-TZVPD.

Element x y z (Å)
1 Zr -0.621 -1.009 -1.052
2 C -2.632 -2.442 1.165
3 C -3.291 -1.234 1.456
4 C -2.936 -1.275 -0.818
5 C -2.349 -2.487 -0.239
6 C -3.453 -0.491 0.278
7 C -2.416 -3.554 2.115
8 H -2.093 -3.180 3.096
9 H -1.659 -4.255 1.747
10 H -3.343 -4.130 2.276
11 C -1.936 -3.720 -0.963
12 H -1.554 -4.477 -0.263
13 H -1.159 -3.567 -1.732
14 H -2.807 -4.160 -1.476
15 C -3.294 -1.058 -2.243
16 H -3.843 -1.929 -2.633
17 H -2.427 -0.890 -2.914
18 H -3.958 -0.188 -2.338
19 C -4.206 0.775 0.141
20 H -5.290 0.587 0.079
21 H -3.906 1.318 -0.763
22 H -4.043 1.437 1.002
23 C -3.808 -0.830 2.787
24 H -4.872 -1.086 2.900
25 H -3.711 0.254 2.920
26 H -3.255 -1.331 3.589
27 C 1.399 -1.537 0.037
28 C 0.464 -1.751 1.051
29 C 0.192 -0.797 2.182
30 C -0.031 0.708 1.797
31 C -0.668 1.010 0.485
32 C 0.014 1.221 -0.715
33 C 1.472 0.873 -0.988
34 C 2.129 -0.217 -0.071
35 H 1.008 -0.851 2.931
36 H 0.965 1.226 1.851
37 H -0.703 -1.133 2.730
38 H 2.225 0.181 0.972
39 H 1.831 -2.398 -0.486
40 H 0.191 -2.785 1.270
41 H 3.176 -0.384 -0.396
42 H 1.643 0.609 -2.045
43 H -0.447 1.893 -1.453
44 H 2.071 1.807 -0.899
45 H -0.603 1.188 2.619
46 H -1.667 1.450 0.550
47 P 3.016 1.741 2.097
48 C 4.690 1.041 1.967
49 C 2.921 2.377 3.794
50 P 1.324 3.625 0.373
51 C 3.051 3.171 0.948
52 C 0.905 4.747 1.780
53 C 1.870 4.870 -0.867
54 H 4.962 0.878 0.914
55 H 4.696 0.068 2.482
56 H 5.421 1.710 2.444
57 H 3.771 3.037 4.022
58 H 2.953 1.513 4.475
59 H 1.975 2.906 3.972
60 H 2.695 5.475 -0.461
61 H 1.022 5.511 -1.138
62 H 2.214 4.352 -1.771
63 H 3.653 2.879 0.069
64 H 3.520 4.040 1.446
65 H 0.155 5.472 1.433
66 H 1.798 5.281 2.144
67 H 0.463 4.170 2.603
68 F -1.958 -3.068 -3.796
69 C -0.696 -2.615 -4.108
70 C 0.056 -1.841 -3.204
71 C 1.344 -1.574 -3.694
72 F 2.345 -1.147 -2.849
73 C 1.800 -1.883 -4.974
74 F 3.026 -1.487 -5.366
75 C 1.010 -2.658 -5.816
76 F 1.450 -3.048 -7.022
77 C -0.243 -3.049 -5.354
78 F -1.005 -3.887 -6.086

The value obtained for the frontier orbital gap (alpha / beta) is 5.153 / 5.152 eV. The calculation puts the largest force on an atom at 4.04 eV/A. Its charge is +2. The total energy is -64163.6774 eV. Its HOMO energy (alpha / beta) is -13.25 / -13.25 eV.

- The lowest total energy belongs to which entry?
  C29H41F5GaOP2

- Look up the charge of the second one.
  +2

- What is the total energy in the second record?
  -64163.6774 eV